Molecular formula: C37H47CoF5IN4S
Method: DFT, ωB97M-V/def2-TZVPD

Results
**Total energy**: -115245.0594 eV
**E_LUMO (alpha / beta)**: 2.38 / 2.38 eV
**ΔE to the lowest compared entry with this formula, charge and spin**: 0.000 eV

The geometry in ORCA input format:
```
! wB97M-V def2-TZVPD RIJCOSX def2/J DEFGRID3
* xyz -1 2
Co 0.123 0.056 0.817
C 1.858 -3.676 -2.128
C 2.620 -2.340 -2.131
C 1.729 -1.261 -2.749
C 3.279 -2.115 -0.759
C 4.253 -3.066 -0.444
C 4.945 -3.055 0.750
C 4.679 -2.059 1.675
C 3.734 -1.081 1.409
C 3.514 0.058 2.383
C 4.515 1.185 2.108
C 3.584 -0.377 3.845
C 3.037 -1.111 0.193
N 2.110 -0.035 -0.033
C 2.600 0.872 -0.798
C 2.023 2.108 -1.226
C 2.769 2.779 -2.218
C 2.440 4.021 -2.689
C 1.328 4.649 -2.103
C 0.593 4.042 -1.126
C 0.863 2.708 -0.648
N 0.085 2.112 0.273
C -0.712 3.061 0.994
C -0.094 3.673 2.110
C -0.806 4.576 2.885
C -2.098 4.940 2.547
C -2.654 4.420 1.400
C -1.994 3.488 0.591
C -2.723 3.233 -0.747
C -2.104 2.300 -1.790
C -4.191 2.830 -0.533
C 1.380 3.464 2.429
C 2.246 4.529 1.741
C 1.691 3.503 3.929
H 1.470 -3.884 -3.128
H 1.020 -3.643 -1.432
H 2.493 -4.511 -1.834
H 3.467 -2.458 -2.818
H 0.885 -0.997 -2.116
H 1.332 -1.649 -3.691
H 2.272 -0.346 -2.981
H 4.476 -3.838 -1.173
H 5.684 -3.818 0.958
H 5.216 -2.038 2.615
H 2.518 0.455 2.207
H 5.540 0.826 2.241
H 4.350 2.019 2.793
H 4.422 1.564 1.088
H 4.614 -0.563 4.162
H 2.993 -1.276 4.015
H 3.177 0.410 4.481
H 3.605 0.697 -1.199
H 3.648 2.275 -2.606
H 3.027 4.507 -3.456
H 1.045 5.647 -2.421
H -0.234 4.582 -0.690
H -0.337 5.018 3.754
H -2.649 5.649 3.152
H -3.628 4.780 1.092
H -2.750 4.228 -1.213
H -1.965 1.297 -1.398
H -1.147 2.659 -2.159
H -2.780 2.255 -2.651
H -4.251 1.852 -0.060
H -4.702 2.801 -1.502
H -4.739 3.534 0.091
H 1.671 2.491 2.038
H 1.969 5.524 2.103
H 2.140 4.522 0.658
H 3.300 4.363 1.980
H 1.705 4.532 4.299
H 2.687 3.090 4.103
H 0.978 2.933 4.520
S -2.877 -0.410 0.489
C -3.242 -1.058 -0.992
N -2.664 -2.144 -1.559
C -3.319 -2.526 -2.797
C -4.084 -1.242 -3.157
N -4.179 -0.583 -1.864
H -2.226 -2.819 -0.940
H -3.997 -3.372 -2.651
H -2.589 -2.793 -3.561
H -5.071 -1.455 -3.567
H -3.527 -0.636 -3.879
H -4.434 0.387 -1.780
F 0.783 0.935 3.409
C -0.004 -0.049 2.808
F 0.533 -1.230 3.316
C -1.332 0.104 3.571
F -1.152 0.283 4.901
F -2.016 1.177 3.137
F -2.121 -0.966 3.442
I -1.048 -3.460 1.550
C 0.116 -1.907 0.574
H -0.106 -2.099 -0.478
H 1.109 -2.294 0.783
*
```

***

Molecular formula: C37H47FN2O6PReS2
Method: DFT, ωB97M-V/def2-TZVPD

Results
**Total energy**: -90201.3953 eV
**E_LUMO (alpha / beta)**: -2.55 / -2.70 eV
**ΔE to the lowest compared entry with this formula, charge and spin**: 0.097 eV

The geometry in ORCA input format:
```
! wB97M-V def2-TZVPD RIJCOSX def2/J DEFGRID3
* xyz 1 4
Re 0.870 -1.620 0.800
O 2.723 -0.745 0.201
S 3.829 -1.322 -0.685
C 5.113 -0.067 -0.591
C 4.697 1.360 -0.929
C 4.095 2.117 0.254
C 3.726 3.553 -0.103
S 2.081 3.675 -0.902
O 1.839 2.366 -1.587
C 1.107 3.640 0.602
C 0.795 4.840 1.226
C 0.039 4.823 2.388
C -0.404 3.613 2.907
C -0.093 2.421 2.268
C 0.665 2.428 1.105
C 3.346 -1.127 -2.386
C 4.093 -1.812 -3.335
C 3.746 -1.695 -4.673
C 2.651 -0.920 -5.038
C 1.909 -0.254 -4.071
C 2.255 -0.352 -2.731
H 5.880 -0.448 -1.270
H 5.505 -0.161 0.425
H 4.005 1.366 -1.770
H 5.599 1.885 -1.260
H 4.827 2.148 1.067
H 3.224 1.588 0.641
H 4.440 3.997 -0.799
H 3.673 4.190 0.780
H 1.132 5.780 0.803
H -0.209 5.752 2.884
H -0.993 3.601 3.815
H -0.433 1.480 2.679
H 0.915 1.510 0.587
H 4.930 -2.433 -3.037
H 4.323 -2.213 -5.428
H 2.381 -0.831 -6.082
H 1.067 0.363 -4.360
H 1.698 0.176 -1.972
C -6.509 0.361 -0.395
C -5.613 0.946 0.688
C -5.746 2.452 0.853
C -5.295 3.171 -0.410
C -3.928 2.702 -0.832
C -3.129 3.486 -1.630
C -1.858 3.053 -2.005
F -1.123 3.862 -2.781
C -1.341 1.862 -1.590
C -2.132 1.046 -0.767
C -1.588 -0.203 -0.264
O -0.399 -0.535 -0.587
C -2.433 -0.990 0.545
C -3.708 -0.544 0.812
N -4.196 0.617 0.395
C -3.425 1.455 -0.404
C -2.086 -2.359 1.060
O -2.977 -3.128 1.358
O -0.823 -2.668 1.133
H -7.550 0.615 -0.194
H -6.422 -0.725 -0.421
H -6.245 0.745 -1.381
H -5.832 0.463 1.640
H -5.137 2.773 1.701
H -6.784 2.690 1.086
H -5.272 4.249 -0.248
H -6.009 2.997 -1.219
H -3.474 4.455 -1.970
H -0.334 1.573 -1.852
H -4.369 -1.176 1.393
C -0.514 -1.405 4.140
C 0.970 -1.634 3.844
C 1.305 -3.117 4.013
C 1.826 -0.788 4.789
N 1.285 -1.237 2.475
H -0.720 -1.591 5.196
H -1.137 -2.076 3.550
H -0.789 -0.374 3.917
H 1.127 -3.432 5.043
H 2.355 -3.297 3.775
H 0.683 -3.724 3.352
H 1.632 -1.053 5.830
H 1.605 0.272 4.650
H 2.885 -0.946 4.581
C -1.108 -3.375 -2.199
P 0.429 -4.029 -1.546
C 0.023 -5.380 -0.449
C 1.352 -4.682 -2.933
O 1.269 -2.958 -0.862
H -1.524 -4.060 -2.938
H -0.904 -2.410 -2.666
H -1.830 -3.244 -1.393
H -0.543 -6.146 -0.980
H -0.572 -4.990 0.377
H 0.943 -5.816 -0.058
H 0.784 -5.460 -3.444
H 2.293 -5.097 -2.575
H 1.567 -3.868 -3.628
*
```

***

Molecular formula: C37H48Br2IO6S2SbSiSn
Method: DFT, ωB97M-V/def2-TZVPD

Results
**Total energy**: -241537.3235 eV
**E_LUMO (alpha / beta)**: 4.14 / 3.58 eV
**ΔE to the lowest compared entry with this formula, charge and spin**: 3.122 eV

The geometry in ORCA input format:
```
! wB97M-V def2-TZVPD RIJCOSX def2/J DEFGRID3
* xyz -2 1
Sn 0.546 0.887 0.343
Br 0.881 0.432 -3.373
C 1.166 3.050 -4.126
Br 1.942 4.111 -2.787
H 0.136 3.287 -4.325
H 1.815 2.913 -4.972
O 0.271 3.505 4.041
S 1.168 3.013 3.009
O 2.013 4.041 2.478
O 0.326 2.249 2.056
C 2.127 1.761 3.857
C 1.961 1.697 5.233
C 2.595 0.709 5.969
C 3.360 -0.253 5.320
C 3.512 -0.193 3.944
C 2.907 0.826 3.226
S 3.272 0.928 1.497
O 2.646 -0.267 0.884
O 4.710 0.895 1.432
O 2.633 2.107 0.975
H 1.306 2.429 5.682
H 2.486 0.684 7.046
H 3.838 -1.047 5.880
H 4.090 -0.924 3.396
C -2.788 1.892 3.279
C -3.597 1.687 1.982
C -4.145 0.256 2.018
C -4.821 2.609 2.002
Si -2.378 2.039 0.425
C -2.128 3.993 0.224
C -1.886 4.652 1.581
C -3.312 4.698 -0.456
C -0.865 4.241 -0.603
C -3.104 1.210 -1.255
C -2.489 1.831 -2.507
C -4.624 1.327 -1.378
C -2.720 -0.272 -1.275
H -2.868 1.017 3.918
H -3.143 2.752 3.841
H -1.733 2.052 3.091
H -4.826 0.154 2.865
H -3.342 -0.460 2.140
H -4.705 0.012 1.123
H -5.438 2.388 2.875
H -5.431 2.467 1.115
H -4.534 3.653 2.060
H -2.747 4.592 2.240
H -1.649 5.708 1.440
H -1.047 4.194 2.094
H -4.239 4.553 0.095
H -3.462 4.333 -1.469
H -3.121 5.773 -0.513
H 0.000 3.816 -0.091
H -0.685 5.313 -0.705
H -0.940 3.815 -1.600
H -2.858 2.837 -2.682
H -2.739 1.229 -3.384
H -1.407 1.859 -2.440
H -4.938 2.366 -1.334
H -5.118 0.783 -0.581
H -4.954 0.911 -2.333
H -1.639 -0.388 -1.391
H -3.195 -0.778 -2.117
H -3.010 -0.780 -0.362
C 6.019 -2.910 0.157
C 4.912 -3.323 0.882
C 3.638 -3.088 0.400
C 3.446 -2.464 -0.824
C 4.557 -2.024 -1.525
C 5.837 -2.250 -1.044
Sb 1.426 -1.984 -1.422
C 1.548 -2.966 -3.377
C 0.509 -3.807 -3.737
C 0.461 -4.399 -4.984
C 1.444 -4.129 -5.920
C 2.474 -3.270 -5.585
C 2.522 -2.697 -4.326
C 0.619 -3.907 -0.685
C 1.346 -5.087 -0.734
C 0.768 -6.294 -0.375
C -0.558 -6.338 0.025
C -1.303 -5.172 0.056
C -0.714 -3.969 -0.298
H 7.019 -3.071 0.540
H 5.049 -3.818 1.836
H 2.778 -3.362 0.995
H 4.434 -1.466 -2.443
H 6.695 -1.888 -1.599
H -0.280 -3.994 -3.022
H -0.353 -5.067 -5.228
H 1.398 -4.571 -6.907
H 3.233 -3.028 -6.316
H 3.320 -2.006 -4.092
H 2.376 -5.067 -1.073
H 1.353 -7.206 -0.404
H -1.010 -7.284 0.298
H -2.343 -5.193 0.358
H -1.306 -3.064 -0.268
I -0.399 -1.008 2.027
*
```

***

Molecular formula: C37H48CrIN8O2S2
Method: DFT, ωB97M-V/def2-TZVPD

Results
**Total energy**: -113354.9410 eV
**E_LUMO (alpha / beta)**: 0.09 / 0.09 eV
**ΔE to the lowest compared entry with this formula, charge and spin**: 2.907 eV

The geometry in ORCA input format:
```
! wB97M-V def2-TZVPD RIJCOSX def2/J DEFGRID3
* xyz 0 2
Cr -0.758 -1.714 -0.573
C 4.421 -0.739 -0.749
C 3.453 -0.932 0.364
N 4.023 -0.514 1.679
C 3.227 -0.965 2.829
C 1.962 -1.457 2.667
C 1.260 -1.823 3.948
O 1.224 -3.247 4.066
C 1.355 -1.645 1.427
C 0.041 -2.318 1.227
N -1.186 -1.702 1.333
C -2.221 -2.396 1.950
C -1.926 -3.170 3.089
C -2.891 -3.848 3.804
C -4.223 -3.781 3.420
C -4.545 -3.042 2.295
C -3.570 -2.370 1.564
I -4.287 -1.443 -0.169
C 2.186 -1.430 0.296
O -0.054 0.297 -0.117
H 5.384 -1.230 -0.543
H 4.647 0.316 -0.959
H 4.021 -1.171 -1.663
H 3.746 -0.885 3.771
H 0.242 -1.413 3.935
H 1.794 -1.389 4.798
H 0.839 -3.464 4.922
H 0.035 -3.398 1.403
H -0.890 -3.247 3.384
H -2.599 -4.436 4.666
H -4.996 -4.299 3.971
H -5.573 -2.994 1.961
N -2.419 2.848 -2.414
C -2.665 3.624 -1.298
C -2.729 5.000 -1.098
C -2.957 5.425 0.197
C -3.122 4.516 1.256
C -3.062 3.154 1.047
C -2.824 2.709 -0.252
N -2.664 1.414 -0.716
C -2.419 1.539 -1.983
C -2.093 0.455 -2.914
C -2.316 0.513 -4.259
S -1.713 -0.888 -5.020
C -1.204 -1.474 -3.509
N -1.466 -0.698 -2.490
H -2.200 3.180 -3.336
H -2.606 5.707 -1.909
H -3.016 6.486 0.402
H -3.300 4.900 2.252
H -3.178 2.439 1.851
H -2.819 1.286 -4.814
H -0.690 -2.415 -3.395
C -0.309 -5.195 -1.786
C -1.591 -4.543 -1.275
C -2.702 -4.618 -2.327
C -2.057 -5.220 0.016
N -1.323 -3.152 -1.006
H -0.462 -6.268 -1.922
H 0.507 -5.029 -1.084
H -0.007 -4.771 -2.746
H -2.904 -5.660 -2.583
H -2.411 -4.101 -3.243
H -3.618 -4.162 -1.952
H -2.293 -6.266 -0.189
H -2.945 -4.730 0.414
H -1.276 -5.186 0.776
C 2.358 5.757 -2.216
C 2.931 4.515 -2.890
C 2.507 3.213 -2.220
C 1.007 2.948 -2.322
N 0.578 1.681 -1.773
C 0.332 1.408 -0.459
S 1.502 -1.888 -1.282
N 0.517 2.394 0.467
C 0.757 2.007 1.854
C 2.195 2.323 2.279
C 3.257 1.869 1.261
C 4.369 0.969 1.755
H 2.740 6.670 -2.672
H 2.626 5.782 -1.157
H 1.270 5.794 -2.278
H 4.022 4.574 -2.887
H 2.636 4.496 -3.945
H 2.801 3.230 -1.168
H 3.032 2.362 -2.663
H 0.712 2.968 -3.376
H 0.423 3.745 -1.851
H 0.631 0.840 -2.332
H 0.867 3.285 0.160
H 0.568 0.934 1.904
H 0.046 2.506 2.517
H 2.372 1.864 3.253
H 2.289 3.404 2.430
H 3.742 2.747 0.830
H 2.786 1.351 0.421
H 4.629 1.149 2.798
H 5.266 1.100 1.148
H 4.943 -0.965 1.731
*
```

***

Molecular formula: C37H48EuN8O5S
Method: DFT, ωB97M-V/def2-TZVPD

Results
**Total energy**: -91472.1689 eV
**E_LUMO (alpha / beta)**: -0.64 / -0.64 eV
**ΔE to the lowest compared entry with this formula, charge and spin**: 0.000 eV

The geometry in ORCA input format:
```
! wB97M-V def2-TZVPD RIJCOSX def2/J DEFGRID3
* xyz 0 8
Eu -1.053 0.714 0.557
C 5.133 -3.329 1.734
C 3.801 -3.907 2.269
C 3.786 -4.014 3.850
C 3.469 -5.260 1.638
C 2.721 -2.948 1.782
C 2.458 -1.803 2.620
C 1.554 -0.793 2.198
N 0.828 -0.924 1.047
C 0.986 -2.086 0.315
C 1.931 -3.083 0.618
C 0.350 -2.187 -1.007
C 0.980 -2.958 -2.026
C 0.344 -3.164 -3.310
C -0.916 -2.520 -3.501
C -1.412 -1.740 -2.481
N -0.777 -1.472 -1.360
C 1.088 -4.147 -4.261
C 0.866 -5.515 -3.610
C 0.268 -4.027 -5.535
C 2.607 -3.946 -4.394
H 5.984 -3.870 2.177
H 5.240 -2.228 1.955
H 5.144 -3.435 0.651
H 4.356 -4.906 4.161
H 2.744 -3.959 4.250
H 4.293 -3.115 4.311
H 4.055 -6.044 2.152
H 3.629 -5.293 0.557
H 2.362 -5.453 1.661
H 3.076 -1.681 3.575
H 1.417 0.048 2.854
H 2.027 -3.931 -0.065
H 1.902 -3.368 -1.886
H -1.432 -2.553 -4.430
H -2.409 -1.337 -2.695
H -0.226 -5.661 -3.371
H 1.380 -5.596 -2.645
H 1.176 -6.437 -4.131
H -0.624 -4.602 -5.423
H 0.769 -4.462 -6.430
H -0.018 -2.979 -5.701
H 3.060 -4.190 -3.408
H 2.862 -2.894 -4.663
H 3.053 -4.611 -5.113
O -2.117 2.551 2.153
C -1.087 2.492 2.890
O -0.138 1.673 2.633
C -0.954 3.435 4.082
C 0.058 4.363 4.035
C 0.162 5.367 5.012
C -0.820 5.446 5.928
C -1.953 4.626 5.922
C -2.064 3.537 5.052
S -3.406 2.473 5.249
H 0.858 4.321 3.263
H 1.049 5.989 5.096
H -0.896 6.317 6.605
H -2.818 4.923 6.509
N -2.384 2.705 -0.618
C -1.543 3.424 -1.623
C -1.921 4.915 -1.524
C -1.089 5.891 -0.557
C -0.175 6.928 -1.321
N 0.658 6.211 -2.344
C 0.852 6.638 -3.592
N 0.549 7.895 -4.032
N 1.563 5.779 -4.402
C -0.080 2.942 -1.608
O 0.744 3.598 -2.259
O 0.216 1.909 -0.952
H -3.272 2.349 -0.922
H -2.538 3.175 0.265
H -1.912 3.048 -2.589
H -2.965 5.097 -1.321
H -1.829 5.286 -2.570
H -0.548 5.225 0.149
H -1.811 6.487 0.127
H 0.565 7.475 -0.722
H -0.804 7.666 -1.808
H 0.664 5.139 -2.290
H 0.109 8.574 -3.410
H 0.914 8.286 -4.861
H 1.949 4.973 -3.920
H 2.028 6.093 -5.245
N -2.585 -5.115 0.573
C -3.693 -4.677 1.186
O -4.510 -5.439 1.678
C -3.907 -3.177 1.377
C -5.077 -2.710 2.080
C -4.978 -1.476 2.668
C -3.924 -0.586 2.293
N -2.963 -0.998 1.451
C -2.969 -2.242 0.985
H -2.456 -6.137 0.563
H -1.865 -4.471 0.626
H -5.944 -3.332 2.202
H -5.755 -1.189 3.409
H -3.828 0.419 2.746
H -2.195 -2.425 0.199
*
```